[1]
17
Properties=species:S:1:pos:R:3 method="wB97M-V/def2-TZVPD" smiles=C1CSCCS1.O e_lumo_ev=0.5
C 0.17758 1.30800 1.75150
C 1.08998 0.12871 1.96811
S 1.17245 -0.96910 0.48996
C -0.62556 -1.48400 0.56408
C -1.65667 -0.37597 0.48040
S -1.53994 0.69144 2.02855
H 0.22297 1.63836 0.69592
H 0.46247 2.16907 2.38620
H 0.78094 -0.42768 2.87386
H 2.05305 0.62682 2.19134
H -0.90241 -2.24815 -0.18749
H -0.71124 -1.94958 1.56475
H -1.49204 0.25595 -0.41349
H -2.63903 -0.87304 0.36488
O 1.12113 0.86422 -5.74078
H 2.00516 0.47710 -5.54871
H 0.48111 0.16792 -5.46911


[2]
15
Properties=species:S:1:pos:R:3 method="wB97M-V/def2-TZVPD" smiles="C=CC.CS" e_lumo_ev=1.0
C 0.50265 -1.85274 3.09654
C 0.48205 -2.14549 1.80047
C -0.63796 -2.93279 1.14052
H 1.35883 -1.34518 3.51266
H -0.30938 -2.15739 3.74405
H 1.32699 -1.89940 1.15086
H -0.57224 -3.96303 1.47830
H -1.60352 -2.53253 1.44827
H -0.62695 -2.82347 0.06623
C -0.40066 3.81668 -2.69618
S 0.55356 2.44996 -3.40820
H -0.48361 3.74297 -1.61638
H 0.06640 4.76863 -2.91475
H -1.36655 3.80594 -3.17626
H 1.71041 3.06784 -3.62614


[3]
15
Properties=species:S:1:pos:R:3 method="wB97M-V/def2-TZVPD" smiles=CCCSC e_lumo_ev=1.1
C -1.51292 1.62837 -0.63654
C -0.36571 0.59845 -0.54218
C -0.10838 0.18633 0.92981
S 0.25186 -1.52079 1.27998
C 1.55760 -2.08584 0.21776
H -1.09316 2.59316 -0.92620
H -2.09785 1.35139 -1.47646
H -2.12655 1.77765 0.23539
H 0.56342 1.08945 -0.83119
H -0.48598 -0.27377 -1.18129
H -0.97372 0.29527 1.58788
H 0.63314 0.89078 1.30506
H 2.31541 -1.32007 0.00272
H 2.17046 -2.77357 0.79513
H 1.27236 -2.43682 -0.75984


Let's list HOMO in order: -8.67; -9.08; -8.38 eV.
Let's list ΔE to the lowest compared entry with this formula, charge and spin in order: 21.45; 25.11; 12.96 kcal per mole.